No. 1
Computed, not measured: the molecule C4H3NOS in a non-equilibrium geometry, with ωB97M-V/def2-TZVPD.

Atoms and positions in Å:
C  -1.1949  -0.5192  0.6300
C  -0.4697  0.2589  -0.1457
C  1.6259  0.0890  0.9157
C  1.1024  -0.4408  1.9832
N  0.8536  0.5264  -0.1482
O  -0.2689  0.0742  4.0239
S  -0.1292  -0.8936  2.9567
H  -2.1583  -0.4179  0.9390
H  -1.0486  0.5308  -0.9608
H  2.7457  0.1412  0.6971

Calculated values
- Multiplicity: 3
- E_LUMO (spin up / spin down): -0.53 / -2.36 eV
- Orbital gap (spin up / spin down): 7.84 / 7.40 eV
- HOMO level (spin up / spin down): -0.3078 / -0.3588 Ha

No. 2
Computed, not measured: the molecule C4H3NS2 in a non-equilibrium geometry, with ωB97M-V/def2-TZVPD.

Atoms and positions in Å:
C  0.7385  2.7684  -0.2940
C  0.6777  1.5475  -0.4261
C  0.6184  0.0170  -0.1809
C  -1.1201  -1.6021  0.7843
H  0.4858  3.6771  -0.4272
H  1.5208  -0.4401  -0.5341
H  -1.7689  -2.2578  1.5335
N  -1.3232  -1.9249  -0.4180
S  0.3816  -0.7192  1.4131
S  -0.2107  -1.0661  -1.4505

Calculated values
- SMILES: C#C[C@H]1SC=NS1
- E_LUMO: 0.36 eV
- Orbital gap: 9.20 eV
- HOMO level: -0.3246 Ha

No. 3
Computed, not measured: a structure of composition C4H3NaO5 in a non-equilibrium geometry, with ωB97M-V/def2-TZVPD.

Atoms and positions in Å:
O  0.9760  -0.5032  4.6116
C  0.5036  -0.9590  3.6856
C  -0.3104  0.9496  0.3333
C  -0.2659  1.1792  -1.1498
O  0.5146  0.2905  -1.9068
C  0.1331  -1.0337  -1.9111
O  -0.5616  -1.3736  -0.8987
O  0.4785  -1.7035  -2.8718
O  0.5105  0.3112  0.9975
H  -1.0273  1.6138  0.8574
H  0.1208  2.1925  -1.3281
H  -1.3262  1.1045  -1.4569
Na  0.2542  -2.0684  1.0379

Calculated values
- E_LUMO: -0.64 eV
- Orbital gap: 7.91 eV
- HOMO level: -0.3142 Ha

No. 4
Computed, not measured: the molecule C4H3O in a non-equilibrium geometry, with ωB97M-V/def2-TZVPD.

Atoms and positions in Å:
C  1.7415  -0.2063  -0.8572
O  2.8830  0.1475  -0.7840
H  1.3831  0.1632  1.1953
C  -1.7587  0.0385  0.0381
C  -0.4693  -0.1061  0.1530
C  0.8395  -0.2374  0.2897
H  -2.4121  -0.8342  -0.0410
H  -2.2070  1.0348  0.0060

Calculated values
- Multiplicity: 2
- E_LUMO (spin up / spin down): 0.10 / -0.14 eV
- Orbital gap (spin up / spin down): 8.32 / 10.36 eV
- HOMO level (spin up / spin down): -0.3022 / -0.3858 Ha

No. 5
Computed, not measured: a structure of composition C4H3O2 in a non-equilibrium geometry, with ωB97M-V/def2-TZVPD.

Atoms and positions in Å:
C  -0.2976  1.3281  0.2562
C  1.2202  0.1332  -0.0405
C  -0.9227  0.1428  -0.1640
C  0.1503  -0.8953  0.0139
O  2.3178  0.2826  -0.5184
O  -2.0337  -0.1985  -0.5461
H  -0.6601  2.2869  0.5387
H  0.0847  -1.7152  -0.6879
H  0.1410  -1.3646  1.1482

Calculated values
- E_LUMO: 4.35 eV
- Orbital gap: 7.00 eV
- Charge: -1
- HOMO level: -0.0973 Ha

No. 6
Computed, not measured: a cluster of 2 separate species, C4H3O2 in total in a non-equilibrium geometry, with ωB97M-V/def2-TZVPD.

Atoms and positions in Å:
C  -0.5653  1.2810  2.4755
C  -1.0434  0.6445  1.5209
C  1.3828  -0.6676  -1.9870
C  -1.7789  0.0511  0.5773
O  0.4229  -0.8032  -1.2568
O  -2.4028  -0.5196  -0.1828
H  0.1012  1.7162  3.2028
H  1.6117  -1.5378  -2.5794
H  2.2718  -0.1646  -1.7705

Calculated values
- E_LUMO: -7.12 eV
- Orbital gap: 6.70 eV
- Charge: +1
- HOMO level: -0.5079 Ha

No. 7
Computed, not measured: a cluster of 2 separate species, C4H3O2S in total in a non-equilibrium geometry, with ωB97M-V/def2-TZVPD.

Atoms and positions in Å:
C  0.0118  1.2407  -0.1473
C  -1.4020  -1.5131  0.0478
C  1.1981  0.5518  0.4438
C  0.4308  0.1418  -0.7956
O  -2.1769  -1.2864  -0.7628
O  -0.8690  -1.9088  0.9792
S  -1.2314  2.2959  0.1436
H  2.1313  0.9836  0.4984
H  1.1686  -0.1571  1.2659
H  0.7386  -0.3484  -1.6729

Calculated values
- E_LUMO: 3.64 eV
- Orbital gap: 6.51 eV
- Charge: -1
- HOMO level: -0.1056 Ha

No. 8
Computed, not measured: a cluster of 2 separate species, C4H3O3 in total in a non-equilibrium geometry, with ωB97M-V/def2-TZVPD.

Atoms and positions in Å:
C  -0.1074  -0.7775  -0.2832
C  0.2748  -0.3874  1.2265
C  0.0791  -2.0134  -0.6146
C  -0.2587  1.6517  -0.7071
O  0.0092  -3.1852  -0.8445
O  1.4381  -0.0160  1.3284
O  -0.6406  -0.5151  2.0230
H  -0.6415  1.6310  -1.7045
H  0.7790  1.8485  -0.5381
H  -0.9321  1.7634  0.1140

Calculated values
- E_LUMO (spin up / spin down): 2.42 / 2.43 eV
- Orbital gap (spin up / spin down): 5.99 / 6.01 eV
- Charge: -1
- HOMO level (spin up / spin down): -0.1312 / -0.1316 Ha

No. 9
Computed, not measured: a structure of composition C4H3O5Rh in a non-equilibrium geometry, with ωB97M-V/def2-TZVPD.

Atoms and positions in Å:
C  0.7812  -1.2500  -0.2457
C  -0.5624  -0.9204  -0.2911
O  -0.9640  0.0456  0.6859
C  -1.8533  0.9858  0.3662
O  -2.2214  1.2398  -0.7501
O  -2.1131  1.6845  1.4607
H  0.9409  -2.3234  -0.3929
H  -1.3772  -1.6178  -0.4905
H  -2.5288  2.5241  1.2238
O  3.2358  -0.5700  -1.9151
O  2.7108  0.4881  0.0149
C  2.4675  -0.2317  -1.0309
Rh  1.4841  -0.0546  1.3647

Calculated values
- Multiplicity: 6
- E_LUMO (spin up / spin down): -5.43 / -8.72 eV
- Orbital gap (spin up / spin down): 7.22 / 6.63 eV
- Charge: +1
- HOMO level (spin up / spin down): -0.4646 / -0.5640 Ha

No. 10
Computed, not measured: a structure of composition C4H3O6Sr in a non-equilibrium geometry, with ωB97M-V/def2-TZVPD.

Atoms and positions in Å:
C  -0.3898  0.3642  1.5762
C  0.8886  0.4449  1.0426
O  1.1627  -0.3704  -0.0261
C  2.4105  -0.3884  -0.7314
O  3.3887  0.1063  -0.2372
O  2.1958  -1.0355  -1.7991
H  -0.7661  -0.6614  1.6620
H  1.5651  1.2891  1.1719
H  -0.5945  1.0532  2.3968
O  -2.0797  0.7881  0.2385
O  -3.5601  0.6045  -1.2838
O  -1.8624  -0.8377  -1.2979
C  -2.5011  0.1478  -0.8110
Sr  0.1424  -1.5046  -1.9015

Calculated values
- Multiplicity: 2
- E_LUMO (spin up / spin down): -1.32 / -1.69 eV
- Orbital gap (spin up / spin down): 7.62 / 7.08 eV
- HOMO level (spin up / spin down): -0.3285 / -0.3223 Ha

No. 11
Computed, not measured: the molecule C4H3OP in a non-equilibrium geometry, with ωB97M-V/def2-TZVPD.

Atoms and positions in Å:
C  -0.1409  -0.8543  -0.3173
C  0.3310  -0.4556  0.8425
C  -0.5245  0.1176  -1.2828
C  0.2779  1.0316  0.9527
O  0.2447  1.6727  1.9878
P  -0.2905  1.7461  -0.7614
H  -0.0241  -1.8715  -0.5600
H  0.6993  -1.1315  1.4791
H  -0.5729  -0.2550  -2.3406

Calculated values
- SMILES: O=C1C=CC=P1
- E_LUMO (spin up / spin down): -1.57 / -1.57 eV
- Orbital gap (spin up / spin down): 7.42 / 7.42 eV
- HOMO level (spin up / spin down): -0.3303 / -0.3303 Ha

No. 12
Computed, not measured: a cluster of 2 separate species, C4H4 in total in a non-equilibrium geometry, with ωB97M-V/def2-TZVPD.

Atoms and positions in Å:
C  -3.1135  0.1371  -0.6559
C  -2.3393  -0.2827  0.1316
C  0.0534  0.5785  0.4489
C  0.9737  -0.2151  -0.1976
H  0.6173  1.2760  1.0855
H  1.9763  0.2340  -0.6260
H  0.5672  -0.8801  -0.9200
H  1.2651  -0.8477  0.7337

Calculated values
- E_LUMO (spin up / spin down): -1.63 / -1.78 eV
- Orbital gap (spin up / spin down): 7.91 / 7.23 eV
- HOMO level (spin up / spin down): -0.3505 / -0.3312 Ha

ΔE to the lowest compared entry with this formula, charge and spin? In order: 356.0; 286.7; 1.8; 0.0; 149.0; 248.8; 106.2; 322.0; 0.0; 35.4; 63.6; 949.1 kJ/mol.